# 1
Below is a 6-piece molecular cluster, C14H41NO7 overall, with properties calculated with ωB97M-V/def2-TZVPD.

Each line ends with the Löwdin charge.
Element x y z (Å)
C1 -0.204962 -9.323622 -1.033862  -0.11
O1 0.124248 -8.045192 -0.487892  -0.21
C2 0.693758 -8.106592 0.862968  -0.21
C3 1.311698 -6.822332 1.315978  -0.23
N1 2.260768 -6.183592 0.408798  -0.08
C4 2.742818 -4.959252 0.971388  -0.18
C5 3.417578 -3.946672 -0.085222  -0.22
O2 2.550778 -3.353112 -0.982552  -0.19
C6 3.046798 -2.754242 -2.129952  -0.12
H1 -0.645032 -9.097752 -2.005152  0.09
H2 -0.851482 -9.890592 -0.364052  0.08
H3 0.708338 -9.890402 -1.214812  0.08
H4 1.511138 -8.824312 0.932718  0.11
H5 -0.065262 -8.595522 1.473658  0.12
H6 1.829138 -7.072102 2.242248  0.12
H7 0.480228 -6.147042 1.517798  0.12
H8 1.751448 -6.042982 -0.451962  0.11
H9 3.470468 -5.180562 1.752178  0.12
H10 1.809548 -4.432612 1.170838  0.11
H11 4.170438 -4.475462 -0.669752  0.11
H12 3.978208 -3.210212 0.490468  0.11
H13 3.647378 -1.881272 -1.874392  0.09
H14 2.296968 -2.404272 -2.839442  0.09
H15 3.656238 -3.494772 -2.647922  0.09
O3 -0.502632 1.275168 -1.184172  -0.05
H16 -1.097432 0.620408 -1.549872  0.03
H17 0.372288 0.925828 -1.353562  0.02
C7 0.103718 7.999548 -2.653072  -0.10
C8 0.688258 8.667598 -3.901332  -0.29
O4 1.991618 9.055778 -3.430602  -0.11
H18 -0.925412 7.696758 -2.846242  0.07
H19 0.226268 8.586918 -1.743092  0.07
H20 0.637068 7.061548 -2.498832  0.07
H21 0.099078 9.551678 -4.144962  0.10
H22 0.739588 8.053288 -4.800272  0.11
H23 1.850498 9.674458 -2.710232  0.07
C9 -5.208732 4.585398 3.786738  -0.11
C10 -3.851932 4.276718 3.192068  -0.33
O5 -3.878972 2.880598 2.886558  -0.07
H24 -5.469432 3.929228 4.617138  0.07
H25 -5.977522 4.423568 3.031168  0.07
H26 -5.321992 5.606798 4.150078  0.07
H27 -3.031482 4.621718 3.821298  0.11
H28 -3.820982 4.935518 2.324238  0.10
H29 -3.223002 2.829728 2.187468  0.08
C11 3.928998 4.294848 2.770708  -0.10
C12 4.123818 5.572488 2.022578  -0.36
O6 5.307228 5.943038 2.616568  -0.08
H30 4.697148 3.544388 2.584038  0.08
H31 2.990048 3.842918 2.450958  0.07
H32 3.791838 4.480768 3.835938  0.08
H33 3.270598 6.249608 2.062848  0.11
H34 4.349598 5.428408 0.965998  0.11
H35 5.486648 6.880608 2.514788  0.09
C13 -5.385452 -2.076362 -0.750502  -0.10
C14 -5.143672 -2.393592 -2.210322  -0.33
O7 -3.991752 -1.702532 -2.668172  -0.08
H36 -6.341752 -2.428932 -0.364112  0.07
H37 -5.481352 -1.003212 -0.585382  0.08
H38 -4.624302 -2.483262 -0.084782  0.07
H39 -6.038732 -2.000722 -2.692652  0.11
H40 -5.001702 -3.460932 -2.379732  0.11
H41 -4.027302 -1.811272 -3.621332  0.08

Forces on the atoms, in the same order (eV/Å):
C 0.7 1.0 0.1
O 0.7 0.2 1.1
C 0.3 -1.7 -1.9
C -0.8 0.6 0.2
N 0.1 -2.1 -0.7
C -0.4 2.0 -2.7
C 1.2 -1.6 0.7
O -2.8 0.0 0.6
C 1.2 -0.1 -0.1
H -0.3 -0.3 0.2
H -0.3 0.0 -0.1
H 0.1 -0.2 0.1
H 0.3 -0.5 -0.8
H -0.3 0.8 0.7
H -0.1 0.2 0.2
H -0.1 0.5 0.4
H 0.2 0.3 -0.3
H -0.4 0.4 0.3
H 0.3 0.8 1.6
H 0.3 -0.4 0.0
H -0.1 0.3 0.2
H 0.3 0.1 0.0
H -0.5 -0.3 0.5
H 0.4 0.1 -0.3
O 0.0 0.2 0.1
H -0.2 -0.2 -0.1
H 0.2 -0.1 0.0
C -0.5 -1.3 -1.3
C 0.1 0.7 2.2
O 0.5 0.1 -1.3
H -0.3 0.2 0.4
H -0.3 0.2 -0.2
H 0.2 0.0 0.1
H 0.0 0.2 -0.2
H 0.4 -0.2 0.3
H 0.0 0.0 0.0
C -0.5 0.0 0.5
C -1.5 0.7 0.3
O 0.9 1.0 -0.3
H 0.2 -0.1 0.1
H 0.0 0.0 -0.1
H 0.2 0.1 -0.1
H 0.2 -0.6 0.3
H 0.4 -0.4 -0.6
H 0.1 -0.8 -0.2
C -2.3 -1.3 -0.5
C 0.3 -1.3 -0.6
O 1.9 2.3 1.0
H 0.2 0.4 0.1
H -0.2 -0.3 -0.1
H 0.4 0.1 0.0
H 0.1 0.3 0.5
H -0.5 -0.4 -0.4
H 0.1 0.1 -0.1
C 0.0 0.1 0.7
C -0.5 0.4 0.9
O -0.1 0.0 -0.2
H -0.1 -0.5 -0.4
H 0.5 0.1 -0.2
H 0.2 0.1 -0.1
H 0.0 -0.3 -0.6
H -0.3 -0.1 0.0
H 0.4 0.2 -0.1

Calculated values
ΔE to the lowest compared entry with this formula, charge and spin (kJ/mol): 201.5
E_LUMO (eV): 0.43
Total charge: 0
Electronic energy (eV): -31000.9322
HOMO (eV): -8.711

***

# 2
Below is a 7-piece molecular cluster, C14H42Cl2N4O10 overall, with properties calculated with ωB97M-V/def2-TZVPD.

Each line ends with the Löwdin charge.
Element x y z (Å)
N1 -0.292743 -0.799262 -0.373299  0.29
H1 0.292307 -0.899718 -1.202919  0.07
H2 -0.586528 -1.749663 -0.044954  0.07
H3 -1.153590 -0.282097 -0.516151  0.06
H4 0.329717 -0.478118 0.397806  0.07
N2 -1.360914 -4.108574 -1.559106  0.24
H5 -0.851582 -3.724030 -2.354600  0.08
H6 -0.738164 -4.652862 -0.925122  0.06
H7 -2.124547 -4.734999 -1.781696  0.12
H8 -1.724737 -3.359902 -0.953420  0.05
O1 0.016088 -5.994548 0.001372  -0.40
C1 0.377050 -5.125626 1.041800  -0.47
C2 -0.623065 -4.049639 1.549049  -0.38
O2 -1.275863 -3.220574 0.607375  -0.40
H9 1.327292 -4.674002 0.700630  0.06
H10 0.717764 -5.718100 1.910497  0.06
H11 -0.143439 -3.399011 2.301935  0.06
H12 -1.416502 -4.622054 2.057923  0.08
Cl1 1.620564 -2.697800 -3.513202  0.64
O3 0.652051 -3.670333 -3.995205  -0.37
O4 2.550608 -2.315786 -4.567982  -0.38
O5 0.921394 -1.512906 -3.044547  -0.41
O6 2.305528 -3.276853 -2.394721  -0.36
Cl2 -3.808276 -0.974179 -1.870579  0.61
O7 -4.027067 -2.394653 -1.907347  -0.37
O8 -2.566041 -0.645179 -2.555495  -0.39
O9 -4.894275 -0.304602 -2.516338  -0.37
O10 -3.686847 -0.605060 -0.483931  -0.38
C3 -3.111160 2.880817 -0.664483  -0.07
C4 -1.843372 2.449467 0.079838  -0.25
N3 -0.626675 2.947896 -0.549021  -0.18
C5 -0.494727 2.448760 -1.916774  -0.26
C6 0.956919 2.333674 -2.392940  -0.08
C7 -0.428411 4.399941 -0.490961  -0.25
C8 -0.556223 4.938136 0.936496  -0.10
H13 -3.113652 3.963349 -0.828629  0.06
H14 -4.015510 2.697991 -0.081326  0.08
H15 -3.247564 2.410195 -1.636633  0.07
H16 -1.857034 2.750794 1.127891  0.09
H17 -1.835964 1.362129 0.091495  0.08
H18 -0.808437 1.411753 -2.043035  0.10
H19 -0.994680 3.062543 -2.675854  0.12
H20 1.020772 1.614658 -3.206851  0.08
H21 1.393684 3.303515 -2.649501  0.06
H22 1.573906 2.011611 -1.549463  0.06
H23 -1.111933 4.908440 -1.179078  0.11
H24 0.623210 4.534340 -0.748817  0.11
H25 -1.573370 5.063099 1.304933  0.07
H26 -0.063354 5.913507 0.974740  0.06
H27 0.024565 4.329922 1.632479  0.06
C9 -0.473237 0.695309 3.055236  -0.07
C10 0.756330 -0.157728 2.852618  -0.26
N4 1.479722 0.131178 1.599812  -0.22
C11 2.443248 -0.956866 1.371335  -0.23
C12 3.233620 -0.816561 0.068466  -0.07
C13 1.977885 1.511788 1.482614  -0.24
C14 2.886786 1.920837 2.639812  -0.08
H28 -0.324332 1.745309 2.806967  0.05
H29 -0.855939 0.582445 4.069838  0.07
H30 -1.228361 0.262214 2.395057  0.08
H31 1.443403 -0.084208 3.708323  0.11
H32 0.452583 -1.206468 2.855097  0.10
H33 1.917826 -1.910802 1.448131  0.11
H34 3.157240 -0.986094 2.207575  0.11
H35 2.646552 -0.697241 -0.842929  0.06
H36 3.856887 -1.691785 -0.115597  0.08
H37 3.917131 0.032343 0.144679  0.06
H38 2.516876 1.532663 0.535899  0.09
H39 1.155151 2.214052 1.358933  0.08
H40 2.262040 2.142133 3.507936  0.06
H41 3.605692 1.166129 2.958487  0.07
H42 3.425719 2.824966 2.349416  0.07

Forces on the atoms, in the same order (eV/Å):
N 0.5 -0.5 0.2
H -0.4 -0.1 -0.6
H -0.6 -1.5 0.4
H 0.1 0.1 -0.3
H -0.3 0.9 -0.1
N -0.3 0.1 -1.3
H -0.2 -0.5 -0.3
H 0.6 -1.0 0.3
H 0.0 0.1 -0.6
H 0.1 -0.3 0.5
O -1.0 1.3 0.6
C 0.8 -0.8 -1.4
C -1.1 0.0 -0.9
O 1.1 1.1 1.3
H 0.2 0.9 0.2
H -0.3 0.0 0.7
H 0.4 -0.2 0.4
H 0.0 -0.1 0.4
Cl 0.0 -0.5 -0.1
O 0.3 0.6 -0.2
O -0.6 -0.3 0.5
O -0.2 0.4 -0.1
O 0.6 0.1 0.1
Cl 0.8 -1.1 0.0
O 0.0 -0.3 -0.4
O -0.1 0.1 0.2
O -0.5 0.6 -0.1
O 0.0 0.9 0.4
C -0.5 0.6 0.4
C -0.6 0.2 -0.6
N 0.1 -0.4 -0.2
C 1.2 -0.3 -0.6
C 0.4 0.7 0.9
C 0.1 -1.1 0.9
C 0.4 0.4 -0.2
H 0.1 0.1 0.0
H 0.1 -0.3 0.0
H 0.2 -0.2 0.1
H -0.1 0.1 0.0
H 0.1 0.0 0.0
H -0.9 0.2 0.5
H -0.5 0.0 0.2
H 0.2 0.1 -0.1
H -0.1 0.0 -0.4
H 0.0 -0.4 -0.1
H 0.2 0.3 -0.1
H -0.1 0.4 -0.5
H 0.0 -0.2 -0.1
H -0.2 0.2 0.0
H -0.2 -0.3 0.0
C -0.4 -0.5 -0.4
C 0.7 0.1 0.2
N -0.9 -0.4 0.4
C 0.6 0.5 -0.1
C 0.3 0.0 0.1
C 0.6 -1.1 -0.1
C -0.3 0.5 0.0
H 0.0 0.0 0.1
H 0.1 0.2 0.0
H -0.2 0.4 0.0
H 0.1 0.2 0.1
H 0.0 0.0 -0.3
H -0.2 0.1 -0.3
H 0.2 0.0 0.0
H -0.3 0.0 0.2
H -0.1 -0.1 0.2
H 0.0 0.0 -0.1
H 0.1 0.2 0.0
H -0.1 -0.1 0.1
H 0.1 0.1 0.1
H 0.0 -0.1 -0.3
H 0.1 0.0 0.2

Calculated values
ΔE to the lowest compared entry with this formula, charge and spin (kJ/mol): 66.3
E_LUMO (eV): 3.92
Total charge: -2
Electronic energy (eV): -66664.4727
HOMO (eV): -0.576